(1)
46
Properties=species:S:1:pos:R:3:forces:R:3 method="wB97M-V/def2-TZVPD" relative_energy_ev=0.0000 gap_ev=4.3 charge=+3 max_force_ev_per_a=2.51
Al -0.01930 -0.55122 0.00857 0.7934 0.3888 0.1205
O -0.02867 1.51723 2.24060 -0.3092 -0.8113 -0.4193
H 0.49864 2.28511 2.02029 0.0555 0.4825 -0.4802
H -0.31131 1.67083 3.14213 -0.2454 -0.2397 0.3979
O 0.61165 0.61711 -2.49513 -1.2957 -0.2360 2.1393
H 0.87760 -0.04998 -3.12798 0.5516 -1.1740 -1.0265
H 0.88826 1.44480 -2.88836 0.2895 0.7003 0.4619
O -3.02879 3.25782 1.53698 0.3728 0.0150 -0.1910
H -3.91605 2.91138 1.44213 -0.4563 0.2691 0.0115
H -2.72647 2.91624 2.37850 -0.0276 0.0488 0.3817
O -2.72192 0.42796 0.78737 0.9996 -0.4853 -0.2608
H -3.13910 1.07264 0.21589 0.2229 0.3971 -0.3676
H -3.37536 0.24794 1.46326 -0.0480 -0.5117 0.4174
O -2.23341 -0.36113 -2.08042 0.5113 -0.2734 0.9145
H -2.58903 0.51763 -2.21285 0.0444 0.4794 -0.0310
H -2.57020 -0.86998 -2.81790 0.0340 -0.3155 -0.3730
O 2.83402 -1.24402 -0.80050 -0.8580 0.2127 0.1924
H 3.54419 -1.56144 -0.24271 0.1388 -0.1743 0.3571
H 3.23156 -1.15257 -1.66644 -0.0157 0.1107 -0.5302
O -1.05294 -1.64890 2.63618 0.3007 0.5375 -0.8180
H -1.56932 -2.37056 2.99505 -0.2420 -0.3793 0.0312
H -0.82411 -1.11573 3.39749 0.2115 0.2683 0.2522
O 1.51983 -0.87951 -4.42438 -0.0315 -0.1118 0.3835
H 0.89294 -1.55465 -4.68404 -0.1812 -0.3329 -0.1763
H 1.74932 -0.43790 -5.24203 0.2672 0.2576 -0.4083
O 2.10364 1.47016 0.25186 -0.8900 -0.9975 -0.1958
H 3.05374 1.58652 0.25271 0.4590 -0.3340 -0.2601
H 1.75482 2.34281 0.43360 -0.2676 0.8195 -0.0847
O 1.99458 -0.67479 2.08435 -0.7964 -0.2992 -0.5121
H 2.30084 -1.48069 2.50023 -0.1348 -0.3902 0.2060
H 2.64683 -0.01719 2.32597 0.0847 0.5869 -0.1741
O 1.05986 -3.18955 1.02163 -0.2627 0.8283 -0.5217
H 0.53026 -3.96424 1.21036 -0.4051 -0.2706 -0.0562
H 1.88734 -3.34805 1.47592 0.3661 -0.0462 0.0326
O -1.06504 2.51888 -0.36269 0.4623 -1.0010 -0.4461
H -1.32779 3.00646 0.41799 -0.5572 0.0826 0.6033
H -1.00518 3.18164 -1.05072 0.1453 0.1902 -0.3998
O 1.56192 3.77214 1.47562 -0.2604 -0.4601 0.1023
H 1.84872 3.44483 2.32817 0.6164 0.2636 0.4587
H 1.46136 4.71559 1.60221 -0.0837 0.5600 -0.1472
O 0.42530 -2.76469 -2.22190 -0.4504 0.8922 0.3407
H 1.18448 -3.20924 -2.59906 0.5706 -0.1247 0.1115
H -0.32717 -3.26476 -2.53807 -0.2932 -0.2569 -0.0011
O -1.85791 -2.90296 -0.06046 1.1243 0.6897 -0.0992
H -2.42700 -3.05841 -0.81424 -0.2965 0.1114 -0.3874
H -2.34564 -3.25357 0.68481 -0.2134 0.0328 0.4511

(2)
15
Properties=species:S:1:pos:R:3:forces:R:3 method="wB97M-V/def2-TZVPD" relative_energy_ev=2.2209 gap_ev=9.9 smiles=ICC1C[SiH2]C1 max_force_ev_per_a=4.14
I -3.70380 -0.14473 0.17829 -0.1866 0.0565 0.0331
C -2.00756 0.95934 -0.36027 3.1056 0.1125 2.7294
C -0.63151 0.22676 0.23706 0.4437 0.7692 1.0628
C 0.88097 0.87524 0.29622 -0.7517 0.1348 -1.1090
Si 1.55652 -1.03282 0.15928 -1.0209 1.6204 -0.7390
C -0.28864 -1.15967 -0.31990 0.4513 0.1978 -0.1133
H -2.08342 2.04625 -0.16412 -0.1362 -0.7250 0.8921
H -1.89774 0.99114 -1.37481 0.0242 -0.6476 -2.9136
H -0.73859 -0.02362 1.30919 -0.7781 0.6635 -0.2653
H 1.11035 1.39248 -0.73856 -0.1524 -0.6456 2.2304
H 1.01599 1.52172 1.23310 0.0818 -0.6687 -1.7392
H 2.46921 -1.34634 -0.98560 -0.0252 0.2249 0.3397
H 2.03090 -1.80912 1.33856 -0.1878 0.3035 -0.0315
H -0.76948 -1.89212 0.29046 -0.7792 -0.9154 -0.3918
H -0.45676 -1.21950 -1.39397 -0.0886 -0.4808 0.0152

(3)
49
Properties=species:S:1:pos:R:3:forces:R:3 method="wB97M-V/def2-TZVPD" relative_energy_ev=4.8953 gap_ev=9.9 charge=+1 max_force_ev_per_a=9.47
C 0.65437 0.57311 -0.09025 -1.4577 1.9964 2.0163
O -0.40699 -0.16352 0.51653 -0.9947 -0.4580 0.7308
C 1.17321 -0.15313 -1.31686 1.6868 -0.6459 0.3119
C 0.60290 0.48162 -2.56039 -0.1847 0.4853 -3.2235
C -0.92312 0.36968 -2.58072 -1.4687 1.8451 0.5982
C -1.62246 -0.74480 -2.36846 -0.1518 -0.6434 -0.2434
N -3.07868 -0.75427 -1.82895 0.7797 -1.0609 -1.6775
H -0.02246 1.52044 -0.28596 2.3041 -1.3011 -0.4038
H 1.33422 0.88664 0.78825 -0.3927 -0.7559 -2.0955
H -0.30057 -1.11897 0.64898 0.3791 0.4976 -0.1742
H 2.27937 -0.11677 -1.36153 -0.4433 0.3414 0.0405
H 0.98631 -1.25937 -1.20973 -0.2758 1.4868 -0.3522
H 0.87015 1.59098 -2.58940 -0.3816 -1.4705 0.1669
H 0.96938 0.09518 -3.61929 -0.2950 0.3703 2.3097
H -1.47533 1.39035 -2.59339 0.8116 -1.9301 0.1622
H -1.16383 -1.75350 -2.47857 -0.5887 0.7911 0.5772
H -2.93868 -0.92660 -0.78880 -0.4432 0.1101 -0.0678
H -3.71456 -1.54111 -2.22122 1.4411 1.8717 0.5179
H -3.47148 0.19784 -1.94116 0.0167 -0.7426 0.1171
H 2.88355 -2.07651 0.51906 0.5133 -0.1248 -1.2375
H 3.84503 -3.16105 0.46226 0.8336 -0.9325 0.0229
O 3.43376 -2.57160 -0.15862 -1.4465 1.1097 1.1330
H -2.00441 0.74063 -0.01242 2.0999 -2.3127 -0.2050
H -2.73758 1.71533 0.51433 -0.9582 0.8785 -0.5813
O -2.58581 1.37294 -0.38676 -1.1413 1.9662 1.1747
H 0.64124 -4.18376 -1.19779 0.5605 1.9048 0.3772
H 1.79513 -3.12075 -0.88057 -0.3889 -0.2521 -0.0020
O 0.81556 -3.21226 -0.98795 -0.1041 -2.2127 -0.5052
H 3.78368 2.69661 0.51217 -0.4962 -2.0262 -0.4410
H 2.53841 3.02144 0.92514 -1.1874 -1.4531 0.2308
O 2.92354 2.17078 0.57094 2.4184 3.2413 0.0376
H 1.25665 -0.98065 2.38477 0.7638 -0.7635 -0.2386
H 2.38213 -2.01159 2.69850 0.6914 -0.1256 0.9906
O 1.70836 -1.80987 2.07029 -1.5789 1.1216 -0.4594
H -1.48144 3.50199 -0.41980 -0.1877 -0.1503 -0.1049
H -0.57637 4.71610 -0.17768 -0.0840 0.0127 -0.0925
O -0.59696 3.75245 -0.14549 0.1080 0.3411 -0.0485
H 1.00936 2.76361 2.43042 -0.4415 -0.7460 0.2470
H 0.70569 3.70115 1.23582 -1.7381 -0.1837 -1.5704
O 1.22812 3.57419 1.98794 1.8400 1.2280 1.7461
H -0.39120 -2.93005 0.42859 4.2781 -1.3448 -7.9022
H 0.01076 -2.71457 1.81600 -2.3530 -0.4812 -1.4698
O -0.80698 -2.86088 1.16965 -1.6819 1.1421 9.2498
H -2.19106 -1.94964 0.88371 -0.3848 -0.4889 1.3461
H -3.54619 -0.96961 1.24606 -1.0609 -0.9025 1.1129
O -2.73166 -1.14291 0.82187 0.6474 1.0557 -1.9336
H -0.67858 1.30094 3.90778 2.9105 -0.6579 -1.5452
H -0.49501 1.01579 2.42076 1.7216 -0.2713 1.1845
O 0.11051 1.07794 3.24194 -4.4942 0.6407 0.1733

(4)
74
Properties=species:S:1:pos:R:3:forces:R:3 method="wB97M-V/def2-TZVPD" relative_energy_ev=0.8032 gap_ev=7.4 charge=+2 max_force_ev_per_a=1.52
Ta -0.16218 -0.07623 -0.06201 0.4086 1.4657 -0.0661
O -0.28753 2.13854 3.44464 -0.0666 0.1538 0.0620
C 0.06503 1.50156 2.48656 -0.0753 -0.1481 -0.2779
N -0.64739 1.33498 1.30796 -0.1022 -0.0307 0.5895
C -1.99032 1.92407 1.29560 0.2390 0.0443 -0.0210
C -2.95350 0.94810 0.69687 0.0574 -0.1862 -0.1207
C -4.32258 1.07220 0.82362 -0.1270 0.0195 0.0154
C -5.14217 0.13371 0.21967 -0.0807 0.0009 0.0009
C -4.57770 -0.91246 -0.50158 -0.0957 -0.0116 -0.0024
C -3.21015 -0.97889 -0.60174 0.1233 0.1218 0.0627
N -2.41093 -0.06515 -0.00951 0.3746 0.0529 0.0200
C 1.33073 0.69707 2.50275 -0.0786 -0.1383 -0.1542
C 2.16255 0.69095 3.59602 0.1813 0.0216 0.0458
C 3.23938 -0.18626 3.59427 0.0442 -0.0056 0.0508
C 3.43248 -1.02392 2.50559 0.0841 -0.0300 0.0616
C 2.56212 -0.94922 1.43773 -0.1630 0.0845 -0.0601
N 1.52629 -0.09860 1.43870 -0.3086 -0.0481 -0.1051
H -1.98940 2.84118 0.69969 0.0045 0.0359 -0.0333
H -2.27858 2.19911 2.30850 -0.0555 0.0011 0.0623
H -4.73572 1.89249 1.39695 0.0114 -0.0282 -0.0247
H -6.21767 0.21253 0.31502 0.0201 -0.0092 -0.0039
H -5.18319 -1.67291 -0.97434 0.0061 0.0199 0.0153
H -2.73268 -1.77251 -1.15993 0.0208 0.0261 -0.0040
H 1.94397 1.35511 4.42135 0.0179 -0.0181 -0.0078
H 3.91534 -0.22417 4.43898 -0.0138 0.0001 -0.0184
H 4.25174 -1.72960 2.47554 -0.0191 0.0275 0.0060
H 2.68502 -1.57511 0.56205 -0.0170 -0.0065 -0.0194
C 4.29363 -1.01565 -5.05497 0.0010 0.0073 0.0101
C 4.97531 -0.21054 -4.15415 -0.0154 0.0109 0.0380
C 4.32282 0.30446 -3.03997 0.0866 0.0210 -0.1024
C 2.97747 0.00968 -2.84344 0.0054 -0.2579 0.2301
C 2.29403 -0.81257 -3.74169 -0.0037 -0.0827 0.0089
C 2.95224 -1.31925 -4.84820 0.0012 -0.0028 0.0054
P 2.00125 0.74184 -1.51656 -0.3752 0.4071 0.0365
C 3.00360 1.91005 -0.56728 0.1431 -0.0844 -0.0191
C 2.58679 3.23123 -0.41147 -0.0238 -0.0033 0.0758
C 3.33737 4.10976 0.36094 -0.0371 -0.0293 -0.0273
C 4.49881 3.67611 0.98202 0.0136 -0.0134 0.0074
C 4.91754 2.35814 0.83439 -0.0234 0.0160 0.0011
C 4.17314 1.47840 0.06518 0.0212 0.0047 -0.0007
C 0.70325 1.66071 -2.32011 -0.1596 0.1616 -0.1703
C 0.80178 2.56096 -3.37621 -0.0394 0.0563 -0.0423
C -0.36078 3.14937 -3.84151 -0.0386 -0.0042 0.0160
C -1.59543 2.82792 -3.26739 0.0272 0.0095 -0.0281
C -1.68576 1.91482 -2.23061 0.0783 -0.0328 -0.0714
C -0.51918 1.31011 -1.73813 0.0471 -0.5073 0.4914
H 4.80700 -1.40807 -5.92362 -0.0133 0.0077 0.0348
H 6.01852 0.02646 -4.31775 -0.0267 -0.0063 -0.0007
H 4.86208 0.94786 -2.35703 -0.0397 -0.0085 -0.0369
H 1.24748 -1.05072 -3.58193 0.0113 0.0162 -0.0143
H 2.42141 -1.94918 -5.54999 0.0157 0.0139 0.0198
H 1.67976 3.57987 -0.88925 0.0229 0.0096 -0.0123
H 3.01621 5.13778 0.46738 0.0014 -0.0233 -0.0005
H 5.08569 4.36693 1.57372 -0.0162 -0.0203 -0.0096
H 5.83054 2.02137 1.30941 -0.0179 0.0097 -0.0238
H 4.52286 0.46013 -0.06456 -0.0067 0.0080 0.0126
H 1.76192 2.79064 -3.82485 -0.0340 -0.0044 0.0111
H -0.31771 3.85837 -4.65836 -0.0157 -0.0174 0.0138
H -2.49734 3.29016 -3.64997 0.0441 0.0044 -0.0031
H -2.66365 1.67225 -1.83283 0.0183 0.0107 -0.0254
O -3.02388 -5.93227 1.74540 0.1720 0.0754 0.1335
C -2.97460 -4.71021 1.21962 -0.3374 -0.0709 0.1299
O -3.62110 -4.40802 0.25892 0.1606 0.0381 -0.0849
C -2.14560 -3.66218 1.90157 0.0171 -0.0389 -0.1525
C -2.33640 -3.01842 3.10160 0.0392 0.0472 0.1496
N -1.54809 -1.92225 3.08535 0.0052 0.1791 0.0938
N -0.84761 -1.80382 1.95288 -0.2213 -0.1743 -0.3197
C -1.20962 -2.86297 1.23812 0.1151 0.0141 -0.0211
C -0.61319 -3.06803 -0.09853 -0.0100 0.2923 0.1000
O -0.46615 -4.10197 -0.64227 0.0313 -0.1365 -0.2613
O -0.21807 -1.84930 -0.63916 0.0219 -1.3112 -0.1332
H -2.40383 -6.03359 2.48200 -0.0552 -0.0346 -0.0904
H -2.97380 -3.24530 3.94276 0.0225 0.0397 -0.0398
H -1.43397 -1.24392 3.82349 -0.0034 -0.0107 -0.0018

no.,E_HOMO (eV),E_LUMO (hartree),calculated total energy (eV)
1,-19.5,-0.55766,-37765.911
2,-9.3,0.01906,-20270.162
3,-12.6,-0.09887,-29708.454
4,-14.1,-0.24448,-65251.792